1.
Computed, not measured: a cluster of 15 separate species, C60H90O45 in total in a non-equilibrium geometry, with ωB97M-V/def2-TZVPD.

Bonds (Å) are listed after each position.
Positions of all 195 atoms, in Å:
1 C -24.92561 13.25902 -4.97337  C2 1.548, H8 1.090, H9 1.090, H10 1.090
2 C -26.24984 12.64820 -4.45520  C1 1.548, C3 1.493, O7 1.391, H11 1.090
3 C -27.33484 13.67115 -4.38715  C2 1.493, O4 1.444, H12 1.090, H13 1.090
4 O -28.44621 13.00542 -5.02543  C3 1.444, C5 1.377
5 C -27.96636 11.91954 -5.72239  O4 1.377, O6 1.248, O7 1.300
6 O -28.56165 11.17018 -6.52375  C5 1.248
7 O -26.71133 11.76085 -5.42228  C2 1.391, C5 1.300
8 H -24.96229 13.57177 -6.01690  C1 1.090
9 H -24.16774 12.47596 -4.94964  C1 1.090
10 H -24.60916 14.11230 -4.37347  C1 1.090
11 H -26.05355 12.18117 -3.49008  C2 1.090
12 H -27.01580 14.59964 -4.86067  C3 1.090
13 H -27.56822 13.80806 -3.33127  C3 1.090
14 C -17.82562 8.94709 0.31655  C15 1.520, H21 1.090, H22 1.090, H23 1.090
15 C -16.35785 8.60578 0.11961  C14 1.520, C16 1.497, O20 1.375, H24 1.090
16 C -15.92317 7.50449 1.03506  C15 1.497, O17 1.351, H25 1.090, H26 1.090
17 O -15.35326 6.57584 0.23675  C16 1.351, C18 1.380
18 C -15.40362 6.97979 -1.08213  O17 1.380, O19 1.180, O20 1.354
19 O -14.98207 6.37526 -2.00321  C18 1.180
20 O -16.13389 8.11837 -1.14595  C15 1.375, C18 1.354
21 H -18.40030 8.03196 0.17377  C14 1.090
22 H -18.28080 9.68345 -0.34579  C14 1.090
23 H -17.95148 9.28524 1.34510  C14 1.090
24 H -15.75770 9.49758 0.30023  C15 1.090
25 H -16.79389 7.01478 1.47109  C16 1.090
26 H -15.34642 7.82712 1.90188  C16 1.090
27 C -19.03073 5.11159 3.25867  C28 1.503, H34 1.090, H35 1.090, H36 1.090
28 C -20.28066 5.90480 2.99934  C27 1.503, C29 1.498, O33 1.363, H37 1.090
29 C -21.07652 6.20133 4.23358  C28 1.498, O30 1.439, H38 1.090, H39 1.090
30 O -21.22351 7.63138 4.16637  C29 1.439, C31 1.372
31 C -20.50936 8.11451 3.09893  O30 1.372, O32 1.219, O33 1.335
32 O -20.45263 9.29094 2.78564  C31 1.219
33 O -19.93728 7.10149 2.44506  C28 1.363, C31 1.335
34 H -18.41615 4.85223 2.39662  C27 1.090
35 H -19.37908 4.15982 3.65976  C27 1.090
36 H -18.34364 5.50272 4.00901  C27 1.090
37 H -20.89553 5.35267 2.28858  C28 1.090
38 H -20.54712 5.89058 5.13429  C29 1.090
39 H -21.97038 5.58200 4.30805  C29 1.090
40 C -13.17620 14.00297 -0.35135  C41 1.538, H47 1.090, H48 1.090, H49 1.090
41 C -14.67446 13.84925 -0.66321  C40 1.538, C42 1.539, O46 1.431, H50 1.090
42 C -15.23029 12.43008 -0.87715  C41 1.539, O43 1.391, H51 1.090, H52 1.090
43 O -16.17729 12.33330 0.13715  C42 1.391, C44 1.355
44 C -16.26384 13.43207 0.92471  O43 1.355, O45 1.225, O46 1.368
45 O -17.06393 13.60393 1.83601  C44 1.225
46 O -15.34588 14.35209 0.49644  C41 1.431, C44 1.368
47 H -12.84410 15.01442 -0.11729  C40 1.090
48 H -12.46061 13.57413 -1.05287  C40 1.090
49 H -12.89799 13.45065 0.54622  C40 1.090
50 H -14.93453 14.47731 -1.51527  C41 1.090
51 H -14.48954 11.63068 -0.85830  C42 1.090
52 H -15.61612 12.49097 -1.89476  C42 1.090
53 C -22.56303 16.14039 -2.62598  C54 1.506, H60 1.090, H61 1.090, H62 1.090
54 C -22.41768 16.77270 -3.98465  C53 1.506, C55 1.496, O59 1.405, H63 1.090
55 C -23.71755 17.25473 -4.54687  C54 1.496, O56 1.409, H64 1.090, H65 1.090
56 O -23.44883 18.53519 -5.06888  C55 1.409, C57 1.305
57 C -22.25372 18.89186 -4.68422  O56 1.305, O58 1.235, O59 1.323
58 O -21.81798 20.03431 -4.85611  C57 1.235
59 O -21.71970 17.98777 -3.88006  C54 1.405, C57 1.323
60 H -23.10797 16.89894 -2.06406  C53 1.090
61 H -21.59033 15.94200 -2.17586  C53 1.090
62 H -23.05187 15.16711 -2.66914  C53 1.090
63 H -21.87155 16.20180 -4.73559  C54 1.090
64 H -24.55471 17.32469 -3.85235  C55 1.090
65 H -24.04378 16.52444 -5.28737  C55 1.090
66 C -19.84303 12.61778 -0.21004  C67 1.553, H73 1.090, H74 1.090, H75 1.090
67 C -21.06018 12.15280 -1.05535  C66 1.553, C68 1.505, O72 1.440, H76 1.090
68 C -21.79846 10.94467 -0.54617  C67 1.505, O69 1.373, H77 1.090, H78 1.090
69 O -23.08542 11.26094 -0.90529  C68 1.373, C70 1.378
70 C -23.25377 12.57695 -1.27940  O69 1.378, O71 1.204, O72 1.334
71 O -24.22951 13.11926 -1.72978  C70 1.204
72 O -22.08470 13.16434 -1.02068  C67 1.440, C70 1.334
73 H -19.04829 11.90602 -0.43343  C66 1.090
74 H -20.04275 12.56553 0.86023  C66 1.090
75 H -19.48791 13.58674 -0.56092  C66 1.090
76 H -20.79991 11.94022 -2.09225  C67 1.090
77 H -21.66781 10.77508 0.52261  C68 1.090
78 H -21.50179 10.08010 -1.13998  C68 1.090
79 C -22.63882 14.81285 2.80626  C80 1.570, H86 1.090, H87 1.090, H88 1.090
80 C -21.84514 16.16722 2.76449  C79 1.570, C81 1.538, O85 1.420, H89 1.090
81 C -20.48840 16.08561 2.04520  C80 1.538, O82 1.420, H90 1.090, H91 1.090
82 O -20.42974 17.35150 1.40356  C81 1.420, C83 1.305
83 C -21.63611 17.83251 1.27151  O82 1.305, O84 1.231, O85 1.324
84 O -21.86688 18.94654 0.80145  C83 1.231
85 O -22.51354 17.03655 1.86213  C80 1.420, C83 1.324
86 H -23.68127 15.00795 3.05792  C79 1.090
87 H -22.09708 14.18096 3.51006  C79 1.090
88 H -22.66478 14.26005 1.86720  C79 1.090
89 H -21.73687 16.60196 3.75816  C80 1.090
90 H -20.44461 15.18028 1.43975  C81 1.090
91 H -19.72332 16.15250 2.81868  C81 1.090
92 C -27.69042 10.13511 1.56055  C93 1.547, H99 1.090, H100 1.090, H101 1.090
93 C -27.74324 11.60267 1.07384  C92 1.547, C94 1.539, O98 1.394, H102 1.090
94 C -26.93551 11.86754 -0.20951  C93 1.539, O95 1.419, H103 1.090, H104 1.090
95 O -27.86545 12.54712 -1.03807  C94 1.419, C96 1.377
96 C -29.07330 12.60221 -0.37814  O95 1.377, O97 1.203, O98 1.316
97 O -30.10917 12.99003 -0.85002  C96 1.203
98 O -29.06092 11.92185 0.74789  C93 1.394, C96 1.316
99 H -28.33635 9.90065 2.40666  C92 1.090
100 H -26.67813 9.89993 1.88927  C92 1.090
101 H -27.94047 9.39033 0.80498  C92 1.090
102 H -27.42315 12.28245 1.86349  C93 1.090
103 H -26.61285 10.91276 -0.62471  C94 1.090
104 H -26.08882 12.43506 0.17666  C94 1.090
105 C -25.73773 15.03439 0.69147  C106 1.541, H112 1.090, H113 1.090, H114 1.090
106 C -25.82276 16.45000 1.29359  C105 1.541, C107 1.551, O111 1.453, H115 1.090
107 C -25.64565 17.53692 0.20191  C106 1.551, O108 1.404, H116 1.090, H117 1.090
108 O -26.64133 18.42120 0.64538  C107 1.404, C109 1.350
109 C -27.54324 17.87793 1.49038  O108 1.350, O110 1.229, O111 1.322
110 O -28.59265 18.41952 1.83204  C109 1.229
111 O -27.19382 16.62815 1.74102  C106 1.453, C109 1.322
112 H -26.10060 14.32797 1.43806  C105 1.090
113 H -24.77235 14.68094 0.32924  C105 1.090
114 H -26.37998 14.98838 -0.18802  C105 1.090
115 H -25.28894 16.64760 2.22316  C106 1.090
116 H -25.97353 17.29365 -0.80874  C107 1.090
117 H -24.61378 17.86326 0.33170  C107 1.090
118 C -20.15127 4.60531 -2.02599  C119 1.506, H125 1.090, H126 1.090, H127 1.090
119 C -19.19103 5.71764 -2.35362  C118 1.506, C120 1.431, O124 1.390, H128 1.090
120 C -18.72636 5.83664 -3.70182  C119 1.431, O121 1.416, H129 1.090, H130 1.090
121 O -18.57042 7.22543 -3.93262  C120 1.416, C122 1.375
122 C -19.34972 7.87585 -3.00458  O121 1.375, O123 1.236, O124 1.352
123 O -19.55730 9.09277 -3.05817  C122 1.236
124 O -19.73011 6.96835 -2.07760  C119 1.390, C122 1.352
125 H -21.04474 4.61822 -2.65021  C118 1.090
126 H -20.41068 4.52910 -0.97006  C118 1.090
127 H -19.57048 3.69463 -2.17241  C118 1.090
128 H -18.27308 5.60623 -1.77651  C119 1.090
129 H -19.50132 5.39544 -4.32863  C120 1.090
130 H -17.81753 5.29883 -3.97183  C120 1.090
131 C -20.64264 13.81245 -4.55140  C132 1.514, H138 1.090, H139 1.090, H140 1.090
132 C -20.56014 13.71778 -6.06057  C131 1.514, C133 1.530, O137 1.437, H141 1.090
133 C -20.92748 12.30104 -6.50652  C132 1.530, O134 1.444, H142 1.090, H143 1.090
134 O -21.97036 12.60111 -7.45897  C133 1.444, C135 1.365
135 C -22.24191 13.93743 -7.51257  O134 1.365, O136 1.230, O137 1.304
136 O -23.12758 14.42560 -8.21258  C135 1.230
137 O -21.54573 14.59626 -6.62841  C132 1.437, C135 1.304
138 H -20.23284 14.72423 -4.11685  C131 1.090
139 H -20.16151 12.96540 -4.06241  C131 1.090
140 H -21.65897 13.68848 -4.17751  C131 1.090
141 H -19.54621 14.01538 -6.32792  C132 1.090
142 H -21.31367 11.65588 -5.71739  C133 1.090
143 H -20.12666 11.85716 -7.09793  C133 1.090
144 C -17.48043 18.07694 -3.66631  C145 1.499, H151 1.090, H152 1.090, H153 1.090
145 C -17.63870 17.26802 -2.41447  C144 1.499, C146 1.448, O150 1.388, H154 1.090
146 C -18.97846 16.86241 -2.04252  C145 1.448, O147 1.408, H155 1.090, H156 1.090
147 O -18.80789 15.49437 -1.75812  C146 1.408, C148 1.385
148 C -17.61426 15.08351 -2.32848  O147 1.385, O149 1.230, O150 1.267
149 O -17.34184 13.90099 -2.52742  C148 1.230
150 O -16.98625 16.09393 -2.76438  C145 1.388, C148 1.267
151 H -16.43565 18.13524 -3.97148  C144 1.090
152 H -17.88570 19.07935 -3.52833  C144 1.090
153 H -17.97375 17.51695 -4.46076  C144 1.090
154 H -17.14533 17.73914 -1.56434  C145 1.090
155 H -19.62923 17.04071 -2.89857  C146 1.090
156 H -19.33451 17.31109 -1.11515  C146 1.090
157 C -23.05246 12.69256 6.18259  C158 1.516, H164 1.090, H165 1.090, H166 1.090
158 C -22.55746 11.41060 5.54340  C157 1.516, C159 1.502, O163 1.444, H167 1.090
159 C -23.57906 10.31916 5.69020  C158 1.502, O160 1.483, H168 1.090, H169 1.090
160 O -24.03884 9.98839 4.31963  C159 1.483, C161 1.368
161 C -23.40953 10.84027 3.45369  O160 1.368, O162 1.247, O163 1.344
162 O -23.70147 10.95884 2.24666  C161 1.247
163 O -22.56516 11.64630 4.11895  C158 1.444, C161 1.344
164 H -24.12029 12.89241 6.09379  C157 1.090
165 H -22.48219 13.59089 5.94615  C157 1.090
166 H -22.82956 12.55456 7.24059  C157 1.090
167 H -21.57759 11.06355 5.87129  C158 1.090
168 H -24.33112 10.56687 6.43930  C159 1.090
169 H -23.03153 9.44366 6.03923  C159 1.090
170 C -18.50537 11.55906 4.82369  C171 1.544, H177 1.090, H178 1.090, H179 1.090
171 C -18.41795 12.98466 5.40918  C170 1.544, C172 1.535, O176 1.419, H180 1.090
172 C -18.81353 14.04717 4.37406  C171 1.535, O173 1.365, H181 1.090, H182 1.090
173 O -19.89652 14.60913 4.98604  C172 1.365, C174 1.305
174 C -19.97099 14.25543 6.24008  O173 1.305, O175 1.192, O176 1.285
175 O -20.57832 14.88019 7.05371  C174 1.192
176 O -19.34761 13.15485 6.46791  C171 1.419, C174 1.285
177 H -18.23900 10.82334 5.58255  C170 1.090
178 H -17.82836 11.41380 3.98188  C170 1.090
179 H -19.51518 11.39900 4.44585  C170 1.090
180 H -17.43751 13.14645 5.85714  C171 1.090
181 H -19.08063 13.67209 3.38610  C172 1.090
182 H -18.00353 14.76401 4.23941  C172 1.090
183 C -22.27560 7.12573 -0.36454  C184 1.532, H190 1.090, H191 1.090, H192 1.090
184 C -22.97821 7.90996 0.74805  C183 1.532, C185 1.504, O189 1.373, H193 1.090
185 C -24.40065 8.30993 0.46935  C184 1.504, O186 1.394, H194 1.090, H195 1.090
186 O -25.08946 7.81679 1.57632  C185 1.394, C187 1.264
187 C -24.36143 7.10948 2.32941  O186 1.264, O188 1.223, O189 1.344
188 O -24.70804 6.53986 3.35440  C187 1.223
189 O -23.10327 7.10811 1.85543  C184 1.373, C187 1.344
190 H -22.92212 6.36787 -0.80698  C183 1.090
191 H -21.41195 6.60361 0.04728  C183 1.090
192 H -21.88171 7.79406 -1.13023  C183 1.090
193 H -22.52344 8.87382 0.97665  C184 1.090
194 H -24.65765 7.88686 -0.50176  C185 1.090
195 H -24.49876 9.39439 0.42014  C185 1.090

Properties
- orbital gap (eV) = 9.99
- energy above the lowest of the compared OMol25 structures with the same formula, charge and spin (kcal per mole) = 139.4
- F_max (eV Å⁻¹) = 5.3
- highest occupied orbital energy (eV) = -10.3

2.
Computed, not measured: the molecule C22H31N3O3S, with ωB97M-V/def2-TZVPD.

Bonds (Å) are listed after each position.
Positions of all 60 atoms, in Å:
1 N -0.66682 -4.82239 1.57531  C2 1.353, H30 1.004, H31 1.007
2 C 0.42386 -4.23618 1.02881  N1 1.353, O3 1.211, C4 1.527
3 O 1.11550 -4.81086 0.21832  C2 1.211
4 C 0.65189 -2.80624 1.51377  C2 1.527, C5 1.533, C29 1.537, H32 1.095
5 C 2.10138 -2.35171 1.30982  C4 1.533, C6 1.531, H33 1.090, H34 1.092
6 C 2.42152 -2.13734 -0.17154  C5 1.531, N7 1.444, H35 1.090, H36 1.094
7 N 1.46328 -1.23139 -0.76033  C6 1.444, C8 1.338, C28 1.446
8 C 1.69978 0.05086 -1.06268  N7 1.338, O9 1.227, C10 1.500
9 O 0.83071 0.82249 -1.45486  C8 1.227
10 C 3.11363 0.52229 -0.89554  C8 1.500, C11 1.388, C15 1.391
11 C 4.05827 0.42416 -1.90735  C10 1.388, C12 1.385, H37 1.080
12 C 5.32706 0.94598 -1.71999  C11 1.385, C13 1.386, H38 1.080
13 C 5.65754 1.56868 -0.52701  C12 1.386, C14 1.384, H39 1.080
14 C 4.71870 1.67782 0.48424  C13 1.384, C15 1.384, H40 1.079
15 C 3.44816 1.16275 0.29257  C10 1.391, C14 1.384, S16 1.794
16 S 2.19091 1.33721 1.56098  C15 1.794, C17 1.832
17 C 1.69555 3.05891 1.17949  S16 1.832, C18 1.523, H41 1.089, H42 1.090
18 C 0.19176 3.24027 1.34101  C17 1.523, O19 1.215, N20 1.342
19 O -0.27331 3.89949 2.24950  C18 1.215
20 N -0.54146 2.63566 0.39367  C18 1.342, C21 1.445, H43 1.015
21 C -1.97915 2.77968 0.35565  N20 1.445, C22 1.531, H44 1.094, H45 1.098
22 C -2.70242 1.46556 0.05004  C21 1.531, C23 1.530, C27 1.530, H46 1.096
23 C -2.60302 1.11238 -1.43526  C22 1.530, C24 1.526, H47 1.093, H48 1.091
24 C -3.35200 -0.18192 -1.74160  C23 1.526, C25 1.525, H49 1.092, H50 1.093
25 C -4.81763 -0.05867 -1.33792  C24 1.525, C26 1.525, H51 1.092, H52 1.092
26 C -4.92561 0.28225 0.14473  C25 1.525, C27 1.526, H53 1.092, H54 1.093
27 C -4.17447 1.57393 0.45423  C22 1.530, C26 1.526, H55 1.092, H56 1.092
28 C 0.10486 -1.72119 -0.68912  N7 1.446, C29 1.528, H57 1.090, H58 1.094
29 C -0.30134 -1.85046 0.77857  C4 1.537, C28 1.528, H59 1.092, H60 1.093
30 H -1.22561 -4.37525 2.27921  N1 1.004
31 H -0.89271 -5.76683 1.30977  N1 1.007
32 H 0.42435 -2.77701 2.58483  C4 1.095
33 H 2.78336 -3.10067 1.71317  C5 1.090
34 H 2.25315 -1.41312 1.84773  C5 1.092
35 H 3.43011 -1.73827 -0.28246  C6 1.090
36 H 2.35483 -3.09568 -0.69401  C6 1.094
37 H 3.79368 -0.05903 -2.83617  C11 1.080
38 H 6.06024 0.86701 -2.50841  C12 1.080
39 H 6.64826 1.97268 -0.38340  C13 1.080
40 H 4.96220 2.16190 1.41760  C14 1.079
41 H 1.99435 3.25442 0.15082  C17 1.089
42 H 2.21527 3.72562 1.86716  C17 1.090
43 H -0.09577 2.09689 -0.34192  N20 1.015
44 H -2.27408 3.16089 1.33761  C21 1.094
45 H -2.25336 3.53000 -0.39711  C21 1.098
46 H -2.23485 0.66912 0.63935  C22 1.096
47 H -3.04182 1.92324 -2.02195  C23 1.093
48 H -1.55673 1.01980 -1.72971  C23 1.091
49 H -3.27542 -0.40964 -2.80684  C24 1.092
50 H -2.89943 -1.00973 -1.18987  C24 1.093
51 H -5.34358 -0.99302 -1.54622  C25 1.092
52 H -5.29138 0.73025 -1.92606  C25 1.092
53 H -5.97479 0.38853 0.42832  C26 1.092
54 H -4.50132 -0.53363 0.73538  C26 1.093
55 H -4.24869 1.79779 1.52043  C27 1.092
56 H -4.63470 2.39995 -0.09277  C27 1.092
57 H -0.53869 -1.01260 -1.21084  C28 1.090
58 H 0.05566 -2.69422 -1.18667  C28 1.094
59 H -1.33136 -2.20535 0.84725  C29 1.092
60 H -0.23829 -0.86608 1.24826  C29 1.093

Properties
- SMILES = NC(=O)C1CCN(C(=O)c2ccccc2SCC(=O)NCC2CCCCC2)CC1
- orbital gap (eV) = 9.27
- energy above the lowest of the compared OMol25 structures with the same formula, charge and spin (kcal per mole) = 3.7
- F_max (eV Å⁻¹) = 0.6
- highest occupied orbital energy (eV) = -8.8